Run w
{"formula": "C4H12N2O2", "method": "ωB97M-V with the def2-TZVPD basis set", "gap_ha": 0.3566, "smiles": "CN(C=O)CCN.O", "elements": ["C", "N", "C", "C", "C", "N", "O", "H", "H", "H", "H", "H", "H", "H", "H", "H", "H", "H", "H", "O"], "coordinates": [[-1.3458, -0.2631, -0.2568], [-0.4428, 0.4402, 0.5522], [-0.1565, -0.1292, 1.8403], [0.1635, 1.6447, -0.0131], [1.7177, 1.7806, 0.2354], [2.3917, 1.2267, -0.9379], [-2.0382, -1.1660, 0.2611], [-1.4889, 0.3270, -1.0485], [0.9573, -0.0414, 2.1499], [-0.5406, -1.1924, 1.8595], [-0.7593, 0.4573, 2.6594], [-0.0776, 1.7645, -1.2255], [-0.2927, 2.5288, 0.4677], [2.0630, 2.8665, 0.4412], [1.9322, 1.2377, 1.2787], [3.4092, 1.4853, -1.1291], [2.4454, 0.2183, -1.0538], [-0.7672, -3.7413, -1.9296], [-1.3269, -2.3887, -1.6052], [-0.6456, -3.0075, -1.3860]], "lowdin_charge": [-0.2652, -0.1682, -0.0718, -0.1797, -0.2778, -0.0476, -0.0195, 0.0811, 0.0868, 0.1015, 0.1190, 0.1736, 0.1016, 0.1278, 0.1050, 0.0931, 0.0629, 0.0000, 0.0017, -0.0244]}

***

Run x
{"formula": "C4H12N2O2", "method": "ωB97M-V with the def2-TZVPD basis set", "gap_ha": 0.3198, "smiles": "[H]/N=C(/N)O.CCOC", "elements": ["C", "C", "C", "O", "H", "H", "H", "H", "H", "H", "H", "H", "C", "N", "O", "N", "H", "H", "H", "H"], "coordinates": [[0.8423, 0.3137, -1.0226], [2.1662, -0.4936, 1.2474], [0.3192, 1.7066, -1.2221], [1.0135, 0.0442, 0.6667], [1.8949, 0.2454, -1.3043], [0.3204, -0.4572, -1.5933], [1.8964, -1.1087, 2.1105], [2.7024, -1.1481, 0.5441], [2.8693, 0.2984, 1.5410], [-0.7639, 1.7419, -1.1181], [0.8079, 2.3990, -0.5414], [0.5193, 2.0348, -2.2453], [-1.8647, -0.5074, 0.3534], [-1.4100, -1.8094, 0.4512], [-2.8992, -0.3864, -0.5282], [-1.6181, 0.3804, 1.2415], [-3.7236, -0.1937, -0.0653], [-0.4579, -1.8599, 0.7909], [-1.5348, -2.4108, -0.3490], [-1.0795, 1.2106, 1.0431]], "lowdin_charge": [-0.0960, -0.1710, -0.1035, -0.2822, 0.0944, 0.0988, 0.0814, 0.0763, 0.0780, 0.0624, 0.0845, 0.0821, -0.6241, 0.1566, 0.0281, 0.1049, 0.1121, 0.0863, 0.0956, 0.0353]}

***

Run y
{"formula": "C4H12N2O2", "method": "ωB97M-V with the def2-TZVPD basis set", "gap_ha": 0.3363, "smiles": "NC(N)(CO)CCO", "elements": ["C", "C", "C", "C", "N", "N", "O", "O", "H", "H", "H", "H", "H", "H", "H", "H", "H", "H", "H", "H"], "coordinates": [[0.3236, 0.2092, 0.3297], [-1.7807, -0.8006, -0.8921], [-0.7199, -0.8984, 0.2912], [1.1516, -0.0243, 1.7104], [1.2294, 0.1679, -0.7887], [-0.2481, 1.5212, 0.2936], [-1.1653, -0.4157, -2.1206], [2.4109, 0.6518, 1.6079], [-1.8687, -0.3903, -2.7938], [2.7791, 0.3238, 0.7643], [1.6429, 1.0856, -0.9229], [0.6718, -0.0375, -1.6264], [0.4167, 2.2029, 0.6507], [-0.4916, 1.7662, -0.6620], [-2.2488, -1.7809, -1.0319], [-2.5689, -0.0790, -0.6545], [-0.2172, -1.8626, 0.1514], [-1.2886, -0.9467, 1.2265], [1.3567, -1.0838, 1.8977], [0.6151, 0.3914, 2.5696]], "lowdin_charge": [-0.6053, -0.2254, -0.1045, -0.1684, 0.0619, 0.0718, -0.1070, -0.0973, 0.1046, 0.0724, 0.0840, 0.0639, 0.0818, 0.0800, 0.1085, 0.1085, 0.1168, 0.1222, 0.1125, 0.1190]}

***

Run z
{"formula": "C4H12N2O2", "method": "ωB97M-V with the def2-TZVPD basis set", "gap_ha": 0.3548, "smiles": "CC(=O)N(C)O.CN", "elements": ["C", "C", "N", "C", "O", "O", "H", "H", "H", "H", "H", "H", "H", "C", "N", "H", "H", "H", "H", "H"], "coordinates": [[1.3097, 1.4588, 1.5980], [-0.0932, -1.1072, 1.1558], [0.7808, 1.0257, 0.3197], [0.6375, -0.3550, 0.0727], [1.4993, 1.6429, -0.7387], [1.4454, -0.9308, -0.7151], [2.0346, 0.9084, -1.1095], [1.3294, 2.5481, 1.5904], [2.3212, 1.0729, 1.7764], [0.6450, 1.1347, 2.3931], [0.5799, -1.2985, 1.9906], [-0.9591, -0.5456, 1.4960], [-0.4001, -2.0716, 0.7605], [-2.1337, -0.7087, -1.3967], [-0.7732, -0.2017, -1.4338], [-0.7293, 0.7709, -1.7224], [-0.0242, -0.8106, -1.9175], [-2.6639, -0.5670, -2.3455], [-2.1152, -1.7719, -1.1613], [-2.6910, -0.1939, -0.6128]], "lowdin_charge": [-0.0521, -0.0102, -0.1941, -0.5551, -0.0309, -0.0690, 0.0904, 0.0893, 0.0972, 0.0804, 0.0888, 0.0842, 0.0844, -0.1351, -0.0347, 0.1019, 0.1377, 0.0723, 0.0762, 0.0783]}

***

Going by the computed energies, the most stable comes first: run y, run w, run z, run x.